# 1
93
Properties=species:S:1:pos:R:3 method="wB97M-V/def2-TZVPD" e_tot_ha=-2730.35925 e_homo_ha=-0.320 lumo_ev=-1.7736 smiles="NCCc1cccc2c1C(=O)C(CCO)=CC2=O.O=C1C=CC(=O)C=C1.O=C1C=CC(=O)C=C1.O=C1C=CC(=O)C=C1.O=C1C=CC(=O)C=C1.O=C1C=CC(=O)C=C1" orbital_gap_ev=6.93
N -1.046 4.572 5.193
C 0.320 4.039 5.168
C 0.309 2.508 5.374
C -0.737 1.837 4.535
C -2.031 1.653 5.048
C -3.031 1.012 4.327
C -2.773 0.531 3.046
C -1.506 0.697 2.512
C -0.498 1.346 3.243
C 0.832 1.449 2.576
O 1.558 2.406 2.668
C 1.201 0.278 1.724
C 2.633 -0.164 1.669
C 3.235 -0.103 0.261
O 4.658 -0.154 0.340
C 0.227 -0.317 1.035
C -1.167 0.165 1.167
O -1.962 0.101 0.263
H -1.125 5.454 4.713
H -1.414 4.630 6.131
H 0.908 4.504 5.962
H 0.739 4.249 4.192
H 0.136 2.292 6.426
H 1.299 2.163 5.092
H -2.216 2.018 6.050
H -3.994 0.883 4.783
H -3.560 0.038 2.495
H 2.624 -1.211 1.984
H 3.247 0.364 2.392
H 2.929 -0.974 -0.313
H 2.930 0.826 -0.207
H 4.886 -0.991 0.755
H 0.393 -1.150 0.365
O -2.222 3.901 8.095
C -3.121 3.602 8.854
C -3.358 2.191 9.244
C -4.344 1.862 10.074
C -5.247 2.894 10.645
O -6.144 2.595 11.402
C -5.008 4.306 10.253
C -4.021 4.634 9.423
H -2.688 1.455 8.817
H -4.536 0.840 10.372
H -5.677 5.042 10.679
H -3.828 5.657 9.124
O 3.213 -3.180 -1.571
C 3.023 -3.147 -2.770
C 3.871 -2.313 -3.655
C 3.664 -2.270 -4.968
C 2.576 -3.059 -5.596
O 2.385 -3.025 -6.795
C 1.727 -3.896 -4.713
C 1.936 -3.937 -3.400
H 4.659 -1.746 -3.176
H 4.269 -1.672 -5.625
H 0.942 -4.464 -5.196
H 1.332 -4.539 -2.733
O 6.916 4.345 -6.734
C 6.739 3.203 -6.374
C 7.701 2.518 -5.473
C 7.505 1.263 -5.081
C 6.318 0.494 -5.526
O 6.142 -0.653 -5.164
C 5.355 1.176 -6.426
C 5.549 2.431 -6.819
H 8.560 3.098 -5.160
H 8.193 0.744 -4.426
H 4.495 0.598 -6.741
H 4.860 2.948 -7.474
O 2.248 -5.666 -12.753
C 2.179 -5.874 -11.561
C 1.609 -7.140 -11.033
C 1.531 -7.370 -9.726
C 2.012 -6.371 -8.738
O 1.941 -6.583 -7.546
C 2.582 -5.105 -9.264
C 2.659 -4.876 -10.573
H 1.266 -7.855 -11.771
H 1.119 -8.285 -9.320
H 2.923 -4.391 -8.527
H 3.070 -3.961 -10.978
O -9.840 0.345 0.312
C -8.954 0.363 1.138
C -9.185 -0.123 2.523
C -8.214 -0.102 3.432
C -6.861 0.408 3.099
O -5.973 0.426 3.927
C -6.629 0.894 1.717
C -7.600 0.873 0.808
H -10.179 -0.491 2.743
H -8.359 -0.451 4.446
H -5.634 1.263 1.497
H -7.453 1.222 -0.206

---

# 2
68
Properties=species:S:1:pos:R:3 method="wB97M-V/def2-TZVPD" e_tot_ha=-3781.63497 e_homo_ha="-0.485 / -0.497" lumo_ev="-4.9530 / -7.2507" orbital_gap_ev="8.23 / 6.27" multiplicity=5 charge=+2
Os -0.726 -0.704 -1.876
S -2.435 0.826 -1.181
P -1.549 0.505 0.652
C -0.072 -0.219 -0.001
P 1.445 0.619 -0.394
S 1.072 0.997 -2.360
C 1.828 2.084 0.555
C 2.270 3.225 -0.110
C 2.628 4.349 0.618
C 2.532 4.335 2.001
C 2.083 3.199 2.664
C 1.736 2.070 1.945
C 2.826 -0.521 -0.245
C 3.754 -0.394 0.786
C 4.821 -1.278 0.868
C 4.975 -2.276 -0.083
C 4.062 -2.391 -1.126
C 2.994 -1.518 -1.208
C -2.515 -0.669 1.588
C -3.700 -0.225 2.178
C -4.519 -1.127 2.832
C -4.163 -2.469 2.900
C -2.990 -2.911 2.306
C -2.169 -2.015 1.643
C -1.405 2.001 1.627
C -1.351 1.917 3.020
C -1.194 3.070 3.769
C -1.085 4.300 3.135
C -1.126 4.385 1.751
C -1.289 3.237 0.993
H 2.334 3.239 -1.190
H 2.978 5.233 0.105
H 2.808 5.213 2.569
H 2.007 3.195 3.742
H 1.389 1.186 2.468
H 3.663 0.394 1.521
H 5.539 -1.172 1.669
H 5.816 -2.952 -0.024
H 4.202 -3.146 -1.888
H 2.316 -1.585 -2.052
H -3.988 0.818 2.127
H -5.435 -0.784 3.291
H -4.804 -3.170 3.415
H -2.716 -3.956 2.360
H -1.259 -2.368 1.176
H -1.437 0.960 3.518
H -1.164 3.010 4.848
H -0.974 5.200 3.725
H -1.042 5.345 1.262
H -1.328 3.300 -0.087
N -1.831 1.207 -4.591
C -1.738 -0.105 -4.800
N -1.318 -0.965 -3.873
C -1.287 -2.269 -4.374
C -1.701 -2.392 -5.651
S -2.142 -0.850 -6.300
C -0.782 -3.259 -3.437
C -0.628 -4.589 -3.574
S 0.067 -5.273 -2.148
C 0.105 -3.715 -1.419
N -0.370 -2.746 -2.199
N 0.553 -3.518 -0.173
H -1.550 1.598 -3.705
H -2.163 1.829 -5.307
H -1.767 -3.278 -6.259
H -0.872 -5.211 -4.416
H 1.044 -4.255 0.305
H 0.735 -2.568 0.122

---

# 3
86
Properties=species:S:1:pos:R:3 method="wB97M-V/def2-TZVPD" e_tot_ha=-2781.05025 e_homo_ha="-0.271 / -0.272" lumo_ev="-0.6900 / -0.6850" orbital_gap_ev="6.68 / 6.73"
Be 1.928 -0.889 2.872
C -2.816 0.011 5.094
C -3.747 0.047 4.119
C -4.216 1.155 3.212
C -3.292 1.440 1.952
C -2.023 2.144 2.359
C -1.584 1.944 3.606
C -2.091 2.445 4.926
C -2.206 1.185 5.821
C 3.348 -0.045 2.495
H -2.460 -0.941 5.489
H -4.290 -0.894 3.969
H -4.437 2.059 3.810
H -5.178 0.800 2.810
H -3.015 0.462 1.513
H -3.922 1.966 1.232
H -1.495 2.754 1.601
H -0.837 1.136 3.640
H -3.062 2.952 4.879
H -1.409 3.207 5.349
H -1.178 0.961 6.154
H -2.793 1.394 6.731
H 4.294 -0.420 2.917
H 2.908 0.780 3.107
H 3.501 0.232 1.446
P 0.087 -1.835 -2.693
P 1.847 0.645 -3.002
C -0.703 -0.277 -3.226
C 0.101 0.786 -3.487
C -0.451 -2.908 -4.118
C -1.463 -2.558 -5.029
C -1.911 -3.492 -5.972
C -1.304 -4.745 -6.078
C -0.215 -5.049 -5.253
C 0.231 -4.133 -4.297
C -1.067 -2.323 -1.333
C -0.845 -1.762 -0.059
C -1.674 -2.089 1.016
C -2.748 -2.969 0.808
C -2.972 -3.524 -0.455
C -2.125 -3.214 -1.521
C 2.525 1.098 -4.693
C 2.273 0.213 -5.763
C 2.660 0.552 -7.062
C 3.318 1.764 -7.308
C 3.598 2.625 -6.244
C 3.220 2.290 -4.939
C 2.044 2.226 -2.080
C 3.251 2.395 -1.368
C 3.492 3.576 -0.666
C 2.528 4.596 -0.668
C 1.327 4.429 -1.364
C 1.080 3.239 -2.053
H -1.796 -0.229 -3.311
H -0.248 1.704 -3.984
H -1.918 -1.568 -5.010
H -2.744 -3.241 -6.628
H -1.674 -5.478 -6.800
H 0.280 -6.016 -5.355
H 1.100 -4.366 -3.674
H -0.022 -1.057 0.073
H -1.489 -1.655 2.007
H -3.412 -3.222 1.634
H -3.812 -4.195 -0.627
H -2.292 -3.653 -2.503
H 1.759 -0.735 -5.577
H 2.460 -0.132 -7.889
H 3.630 2.018 -8.322
H 4.130 3.558 -6.433
H 3.467 2.968 -4.120
H 3.996 1.596 -1.380
H 4.430 3.694 -0.118
H 2.713 5.512 -0.108
H 0.573 5.218 -1.367
H 0.136 3.109 -2.573
F 0.666 -2.971 4.543
C 1.029 -1.903 5.308
C 1.564 -0.792 4.672
C 1.863 0.284 5.508
F 2.271 1.470 4.964
C 1.710 0.273 6.904
F 2.005 1.341 7.672
C 1.233 -0.899 7.479
F 1.197 -1.000 8.811
C 0.830 -1.986 6.697
F 0.331 -3.085 7.306